# 1
Computed, not measured: an isolated molecule of C7H10O, with ωB97M-V/def2-TZVPD.

Output
Electronic energy   -347.8804 hartree
HOMO energy   -8.991 eV

Each line ends with the natural charge from an NBO analysis.
CARTESIAN COORDINATES (ANGSTROEM)
C  1.540  1.450  -2.113  -0.73
C  -1.590  0.732  1.171  -0.68
C  0.386  1.409  -1.128  0.59
C  -0.630  -0.192  0.540  0.08
C  0.156  -0.148  -0.495  -0.33
C  -0.694  -1.784  1.059  -0.19
C  0.362  -2.502  1.412  -0.41
O  -0.285  2.391  -0.910  -0.56
H  0.881  -0.847  -0.870  0.22
H  -1.703  -2.126  1.270  0.20
H  2.454  1.126  -1.617  0.23
H  1.336  0.765  -2.936  0.23
H  1.670  2.457  -2.508  0.23
H  -1.325  1.761  0.934  0.26
H  -2.594  0.537  0.791  0.24
H  -1.602  0.584  2.250  0.22
H  1.371  -2.154  1.242  0.19
H  0.266  -3.459  1.909  0.20


# 2
Computed, not measured: C32H52CsIN15O4PS as an isolated structure, with ωB97M-V/def2-TZVPD.

Output
Electronic energy   -3430.2688 hartree
HOMO energy   -7.662 eV

Each line ends with the Mulliken charge.
CARTESIAN COORDINATES (ANGSTROEM)
Cs  0.712  1.853  -1.202  1.31
C  4.991  2.674  -1.217  -0.52
O  4.354  3.605  -0.346  -0.51
C  3.233  3.162  0.234  -0.13
O  2.769  2.053  0.036  -0.11
N  2.756  4.066  1.110  0.00
N  1.519  3.886  1.748  -0.39
H  6.001  3.043  -1.370  0.26
H  4.451  2.625  -2.165  0.20
H  4.999  1.684  -0.758  0.22
H  3.134  5.005  1.017  0.27
H  0.787  4.395  1.211  0.37
H  1.580  4.308  2.673  0.27
I  6.104  -4.020  -0.061  0.08
C  4.308  -3.240  -0.797  -0.96
C  4.153  -2.334  -1.829  -0.07
N  2.840  -2.113  -1.953  0.34
N  2.144  -2.828  -1.070  -0.55
C  3.015  -3.517  -0.351  -0.37
H  4.883  -1.868  -2.459  0.53
H  2.354  -1.513  -2.700  0.61
H  2.702  -4.173  0.438  0.50
C  1.116  -1.627  4.100  -1.01
N  2.070  -1.692  3.007  0.29
C  3.331  -1.118  3.436  -1.18
N  3.197  0.241  3.934  0.23
C  2.213  0.260  5.002  -1.05
N  0.922  -0.278  4.611  0.24
C  0.272  0.573  3.636  -1.11
P  1.216  0.810  2.017  0.86
C  1.556  -1.033  1.826  -0.81
C  2.856  1.158  2.868  -1.25
H  1.494  -2.244  4.923  0.34
H  0.157  -2.027  3.761  0.29
H  4.026  -1.114  2.590  0.40
H  3.743  -1.741  4.239  0.32
H  2.077  1.291  5.344  0.41
H  2.594  -0.351  5.829  0.32
H  0.099  1.556  4.092  0.60
H  -0.699  0.128  3.398  0.07
H  2.276  -1.151  1.009  0.06
H  0.625  -1.538  1.550  0.70
H  2.823  2.174  3.271  0.31
H  3.645  1.119  2.111  0.53
C  -2.000  -0.813  -5.303  -0.84
C  -1.678  -1.642  -4.069  -0.15
N  -0.291  -1.479  -3.707  0.22
C  0.669  -0.909  -4.481  0.14
N  1.822  -0.706  -3.934  -0.43
C  2.924  -0.212  -4.729  -0.79
C  2.463  0.571  -5.953  -0.70
C  1.422  -0.257  -6.692  -0.64
N  0.362  -0.626  -5.780  0.16
C  -0.901  -1.046  -6.331  -0.66
H  -2.021  0.246  -5.036  0.25
H  -2.971  -1.097  -5.707  0.45
H  -1.877  -2.705  -4.278  0.27
H  -2.302  -1.329  -3.227  -0.04
H  -0.085  -1.515  -2.717  -0.07
H  3.542  -1.068  -5.043  0.40
H  3.529  0.432  -4.087  0.26
H  3.305  0.782  -6.612  0.44
H  2.027  1.516  -5.625  0.21
H  1.896  -1.156  -7.115  0.24
H  0.983  0.314  -7.516  0.41
H  -0.874  -2.110  -6.615  0.24
H  -1.088  -0.464  -7.237  0.42
N  0.202  5.282  -0.257  -0.76
C  0.936  5.115  -1.147  0.49
N  1.773  5.025  -2.096  -0.73
C  2.115  3.976  -2.731  0.43
N  2.484  3.055  -3.332  -0.55
C  -4.845  1.714  4.644  -1.43
C  -4.750  1.815  3.125  -0.19
C  -3.316  1.582  2.643  -0.26
N  -3.258  1.494  1.200  0.21
C  -2.590  0.621  0.435  -0.86
S  -2.378  0.948  -1.177  -0.27
N  -2.079  -0.534  0.965  2.11
C  -2.618  -1.407  1.896  0.02
O  -1.902  -2.207  2.458  -0.63
C  -4.091  -1.380  2.084  0.38
C  -4.950  -1.128  1.017  0.11
C  -6.319  -1.195  1.211  -0.87
C  -6.839  -1.509  2.457  -0.45
C  -5.985  -1.778  3.514  -0.66
C  -4.617  -1.724  3.327  -0.64
H  -5.868  1.887  4.971  0.39
H  -4.200  2.449  5.122  0.39
H  -4.545  0.722  4.976  0.28
H  -5.082  2.803  2.800  0.55
H  -5.406  1.071  2.670  0.06
H  -2.928  0.662  3.080  -0.20
H  -2.683  2.413  2.977  0.67
H  -3.557  2.323  0.699  0.31
H  -1.287  -0.937  0.445  -0.88
H  -4.558  -0.899  0.036  0.28
H  -6.979  -0.998  0.381  0.44
H  -7.908  -1.559  2.600  0.41
H  -6.383  -2.040  4.482  0.43
H  -3.943  -1.946  4.141  0.53
C  -1.297  -3.284  -0.757  -1.04
O  -0.490  -2.127  -0.789  -0.01
H  -1.241  -3.772  0.220  0.33
H  -0.996  -3.996  -1.528  0.36
H  -2.331  -2.986  -0.936  0.24
H  0.457  -2.417  -0.772  0.36


# 3
Computed, not measured: a 3-piece molecular cluster, C12H34ClN6O2 overall, with ωB97M-V/def2-TZVPD.

Output
Electronic energy   -1416.4238 hartree
Charge   +1
HOMO energy   -11.195 eV

Each line ends with the natural charge from an NBO analysis.
CARTESIAN COORDINATES (ANGSTROEM)
C  -1.417  -2.819  3.068  -0.64
C  -1.352  -1.514  2.023  -0.20
Cl  -2.341  -1.811  0.479  -0.04
C  0.246  -1.168  1.728  -0.29
N  0.444  -0.216  0.551  -0.60
C  0.755  1.195  1.019  0.66
N  2.042  1.831  0.530  -0.88
N  -0.084  1.868  1.872  -0.33
N  0.105  3.139  2.391  -0.60
H  -1.048  -2.436  4.135  0.23
H  -0.758  -3.705  2.671  0.24
H  -2.569  -3.092  3.158  0.25
H  -1.894  -0.625  2.597  0.20
H  0.834  -0.850  2.696  0.22
H  0.736  -2.201  1.385  0.25
H  1.265  -0.537  -0.042  0.42
H  2.193  1.620  -0.486  0.42
H  2.865  1.562  1.114  0.43
H  -0.952  1.346  2.196  0.45
H  -0.848  3.610  2.341  0.40
H  0.723  3.735  1.798  0.41
C  1.385  -7.391  -1.387  -0.62
C  2.146  -6.772  -0.216  -0.08
C  1.597  -5.395  0.224  -0.08
O  1.953  -4.314  -0.643  -0.56
C  1.147  -4.205  -1.807  -0.25
N  3.573  -6.699  -0.560  -0.81
H  1.644  -6.936  -2.346  0.20
H  1.618  -8.458  -1.469  0.23
H  0.302  -7.298  -1.244  0.20
H  2.034  -7.455  0.636  0.20
H  2.040  -5.150  1.196  0.18
H  0.511  -5.425  0.378  0.16
H  0.107  -4.487  -1.618  0.18
H  1.569  -4.811  -2.610  0.18
H  1.168  -3.163  -2.137  0.18
H  4.091  -6.383  0.261  0.35
H  3.685  -5.929  -1.226  0.35
C  -1.975  6.929  -2.631  -0.62
C  -2.520  6.778  -1.212  -0.09
C  -1.471  6.272  -0.195  -0.08
O  -1.187  4.872  -0.287  -0.58
C  -0.276  4.526  -1.319  -0.25
N  -3.703  5.907  -1.246  -0.81
H  -1.875  5.972  -3.149  0.20
H  -2.650  7.546  -3.233  0.23
H  -0.994  7.420  -2.625  0.20
H  -2.838  7.775  -0.883  0.20
H  -1.878  6.423  0.812  0.18
H  -0.545  6.858  -0.245  0.17
H  0.492  5.292  -1.468  0.18
H  -0.817  4.340  -2.248  0.18
H  0.218  3.592  -1.036  0.16
H  -4.124  5.893  -0.317  0.35
H  -3.369  4.947  -1.374  0.35


# 4
Computed, not measured: C29H28FN3O9PRuSe2 as an isolated structure, with ωB97M-V/def2-TZVPD.

Output
Electronic energy   -7302.2562 hartree
Spin multiplicity   6
HOMO energy (alpha / beta)   -8.406 / -8.472 eV

Each line ends with the natural charge from an NBO analysis.
CARTESIAN COORDINATES (ANGSTROEM)
Ru  0.164  0.242  -0.178  1.51
O  -1.110  1.647  1.233  -0.61
C  -1.545  1.424  2.363  0.44
C  -1.712  0.155  2.998  -0.26
C  -2.150  0.129  4.325  -0.11
C  -2.302  -1.063  4.979  -0.06
C  -2.005  -2.276  4.329  -0.12
C  -1.602  -2.282  3.028  -0.29
C  -1.458  -1.068  2.286  0.46
O  -1.171  -1.107  1.046  -0.72
N  -2.779  -1.078  6.349  0.53
O  -2.966  -0.005  6.901  -0.39
O  -2.902  -2.159  6.898  -0.38
H  -1.847  2.292  2.975  0.14
H  -2.367  1.050  4.852  0.24
H  -2.104  -3.192  4.895  0.25
H  -1.390  -3.207  2.509  0.23
Se  -1.020  2.080  -1.766  -0.35
P  -1.519  0.296  -2.931  0.98
Se  -0.922  -1.519  -1.902  -0.36
C  -3.314  0.296  -3.246  -0.31
C  -3.903  1.439  -3.782  -0.21
C  -5.264  1.454  -4.036  -0.21
C  -6.040  0.340  -3.741  -0.19
C  -5.455  -0.786  -3.182  -0.19
C  -4.090  -0.813  -2.935  -0.21
C  -0.676  0.415  -4.551  -0.42
C  -0.025  -0.689  -5.089  -0.19
C  0.652  -0.573  -6.295  -0.20
C  0.675  0.641  -6.964  -0.19
C  0.021  1.742  -6.429  -0.23
C  -0.648  1.635  -5.221  -0.13
H  -3.303  2.318  -3.980  0.22
H  -5.723  2.340  -4.455  0.22
H  -7.103  0.355  -3.944  0.22
H  -6.062  -1.645  -2.928  0.22
H  -3.631  -1.688  -2.496  0.24
H  -0.047  -1.634  -4.564  0.24
H  1.167  -1.432  -6.703  0.22
H  1.209  0.733  -7.900  0.22
H  0.040  2.690  -6.951  0.22
H  -1.127  2.503  -4.787  0.21
F  0.604  -0.417  6.635  -0.30
C  1.632  -0.535  5.790  0.23
C  1.825  0.375  4.829  0.00
N  2.899  0.325  3.973  -0.41
C  2.983  1.254  2.863  -0.33
C  1.953  0.945  1.769  0.77
O  1.709  1.818  0.912  -0.71
O  1.425  -0.198  1.767  -0.74
C  3.782  -0.744  3.992  0.80
O  4.678  -0.877  3.184  -0.63
N  3.559  -1.641  5.012  -0.63
C  2.528  -1.669  5.957  0.60
O  2.453  -2.546  6.782  -0.56
H  1.140  1.203  4.708  0.23
H  3.970  1.135  2.421  0.27
H  2.871  2.282  3.204  0.23
H  4.204  -2.417  5.047  0.43
C  2.514  2.418  -2.162  -0.63
C  3.284  1.240  -1.613  -0.05
O  2.439  0.115  -1.343  -0.58
C  3.242  -0.980  -0.882  -0.06
C  2.411  -2.218  -0.635  -0.63
H  3.227  3.200  -2.426  0.22
H  1.834  2.809  -1.411  0.23
H  1.952  2.140  -3.053  0.22
H  3.806  1.524  -0.694  0.18
H  4.032  0.914  -2.344  0.17
H  3.755  -0.687  0.041  0.18
H  4.004  -1.179  -1.642  0.18
H  1.650  -2.020  0.124  0.22
H  3.053  -3.014  -0.259  0.23
H  1.934  -2.558  -1.552  0.22


# 5
Computed, not measured: an isolated molecule of C5H5NO4S, with ωB97M-V/def2-TZVPD.

Output
Electronic energy   -947.1327 hartree
HOMO energy (alpha / beta)   -9.540 / -9.541 eV

Each line ends with the natural charge from an NBO analysis.
CARTESIAN COORDINATES (ANGSTROEM)
C  -0.581  -1.410  1.810  0.13
C  -1.190  0.483  1.012  -0.27
C  1.360  -1.071  0.232  0.69
C  -0.177  1.112  0.119  -0.53
C  0.931  0.214  -0.381  -0.52
N  0.505  -1.816  1.400  -0.03
O  1.104  -2.817  1.905  -0.49
O  2.353  -1.643  -0.075  -0.43
O  -2.991  1.463  -0.508  -0.88
O  -3.725  -0.424  0.898  -0.85
S  -2.680  0.246  0.186  1.94
H  -1.138  -1.708  2.626  0.22
H  -0.698  1.508  -0.680  0.25
H  0.218  1.982  0.568  0.25
H  1.918  0.769  -0.521  0.27
H  0.538  -0.062  -1.301  0.25


# 6
Computed, not measured: C2H2Br3N as an isolated structure, with ωB97M-V/def2-TZVPD.

Output
Electronic energy   -7854.0549 hartree
HOMO energy   -9.030 eV

Each line ends with the natural charge from an NBO analysis.
CARTESIAN COORDINATES (ANGSTROEM)
C  -0.803  1.430  -0.414  0.17
C  -3.322  -0.354  0.606  -0.30
N  0.101  1.333  0.440  -0.59
Br  -1.484  -0.070  -1.553  -0.06
Br  -4.502  -1.597  -0.140  0.12
Br  -4.015  1.381  0.654  0.09
H  -1.406  2.170  -0.678  0.17
H  0.722  0.592  0.586  0.39